DFT (ωB97M-V with the def2-TZVPD basis set) results for an isolated ion of composition C5H6NO and charge +1 at a distorted geometry.

Computed properties:
- HOMO energy (spin up / spin down) (eV) = -14.21 / -14.21
- E_tot (eV) = -8806.839
- maximum force (eV Å⁻¹) = 5.48
- Kohn-Sham gap (spin up / spin down) (Eh) = 0.3049 / 0.3048
- LUMO energy (spin up / spin down) (eV) = -5.915 / -5.916
- ΔE to the lowest compared entry with this formula, charge and spin (kJ/mol) = 589.7

Structure (ORCA input):
```
! RIJCOSX wB97M-V def2-TZVPD def2/J DEFGRID3
* xyz 1 1
C -2.72724 0.43638 -0.09014
C -2.33345 -0.85113 0.00233
C -1.34876 0.22535 0.01543
C -0.04694 0.56796 0.04595
C 2.39065 0.14945 -0.07546
N 1.07531 -0.45985 0.01618
O 0.88837 -1.64113 -0.01384
H -3.46720 1.11322 -0.27882
H -2.59444 -1.91635 0.12687
H 0.09598 1.64398 0.17679
H 2.20557 1.09427 -0.39015
H 2.94956 -0.56048 -0.55031
H 2.91259 0.19831 1.01516
*
```

Atomic partial charges in e from the Mulliken method, atoms 1 to 6: C -0.483; C -0.134; C 0.005; C 0.046; C -0.732; N 0.599


DFT (ωB97M-V with the def2-TZVPD basis set) results for one molecule with the formula C5H6NO2PS at a distorted geometry.

Computed properties:
- HOMO energy (eV) = -8.64
- E_tot (eV) = -30991.278
- maximum force (eV Å⁻¹) = 4.12
- Kohn-Sham gap (Eh) = 0.2811
- LUMO energy (eV) = -0.987
- ΔE to the lowest compared entry with this formula, charge and spin (kJ/mol) = 17.4

Structure (ORCA input):
```
! RIJCOSX wB97M-V def2-TZVPD def2/J DEFGRID3
* xyz 0 1
C 1.30932 1.79155 0.04404
C -0.30864 -1.69251 0.55730
C 1.05682 -0.89671 0.50077
C -1.34865 -0.73070 -0.14319
C 0.52642 0.50824 0.29925
N -0.73003 0.55437 -0.00971
O 2.50689 1.84737 0.12343
O 0.56388 2.77529 -0.20001
P -1.21932 2.25742 -0.73669
S -1.05509 1.94113 -2.66977
H -0.27571 -2.65746 0.22163
H -0.60473 -1.61884 1.58714
H 1.54925 -1.21111 1.44848
H 1.74253 -1.05716 -0.34290
H -1.45993 -0.93273 -1.13415
H -2.25301 -0.87814 0.45439
*
```

Atomic partial charges in e from the Mulliken method, atoms 1 to 6: C 0.538; C -0.725; C -0.349; C -0.658; C 0.386; N -0.008


DFT (ωB97M-V with the def2-TZVPD basis set) results for a 2-piece molecular cluster, C5H6NO3S overall at a distorted geometry.

Computed properties:
- HOMO energy (eV) = -3.08
- E_tot (eV) = -23748.258
- maximum force (eV Å⁻¹) = 4.37
- Kohn-Sham gap (Eh) = 0.2476
- LUMO energy (eV) = 3.658
- ΔE to the lowest compared entry with this formula, charge and spin (kJ/mol) = 285.8

Structure (ORCA input):
```
! RIJCOSX wB97M-V def2-TZVPD def2/J DEFGRID3
* xyz -1 1
C -0.40597 -1.42578 1.42925
C -0.79546 1.67675 0.22223
C 0.86666 -1.20348 0.54929
C 0.21139 -0.91011 -0.77596
C -1.11170 -0.38917 -0.30570
N -1.48200 -0.90185 0.87652
O 0.28111 2.19384 -2.06764
O -1.65581 2.17212 0.88171
O 1.86876 2.24762 -0.15858
S 0.59649 2.70242 -0.71449
H -0.29487 -1.39785 2.46045
H 1.48692 -0.33003 0.79000
H 1.35156 -2.17591 0.63872
H 0.65339 -0.08453 -1.40159
H 0.25235 -1.91900 -1.25078
H -1.82281 -0.25504 -1.17344
*
```

Atomic partial charges in e from the Mulliken method, atoms 1 to 6: C -0.351; C 0.353; C -0.568; C -0.489; C 0.017; N -0.621


DFT (ωB97M-V with the def2-TZVPD basis set) results for one molecule with the formula C5H6NOP at a distorted geometry.

Computed properties:
- HOMO energy (eV) = -9.72
- E_tot (eV) = -18106.937
- maximum force (eV Å⁻¹) = 6.10
- Kohn-Sham gap (Eh) = 0.3610
- LUMO energy (eV) = 0.106
- ΔE to the lowest compared entry with this formula, charge and spin (kJ/mol) = 48.8

Structure (ORCA input):
```
! RIJCOSX wB97M-V def2-TZVPD def2/J DEFGRID3
* xyz 0 1
C 2.63843 1.10071 -0.40208
C 1.65082 -1.41374 0.11231
C 0.33142 -1.22310 -0.56837
C -0.07436 0.29449 -0.45388
C 0.51176 0.73927 0.94166
N 3.20531 1.66678 -1.22650
O 2.35701 -2.40072 0.03608
P 2.24479 0.13544 1.04013
H 0.19446 -1.59666 -1.49478
H -0.32229 -1.68300 0.16948
H 0.47205 1.03108 -1.21324
H -1.04975 0.49378 -0.39370
H 0.33915 1.88414 1.06501
H -0.09919 0.26714 1.71516
*
```

Atomic partial charges in e from the Mulliken method, atoms 1 to 6: C 0.364; C 0.420; C -0.531; C -0.740; C -0.731; N -0.436


DFT (ωB97M-V with the def2-TZVPD basis set) results for one molecule with the formula C5H6O at a distorted geometry.

Computed properties:
- HOMO energy (eV) = -8.28
- E_tot (eV) = -7326.108
- maximum force (eV Å⁻¹) = 1.14
- Kohn-Sham gap (Eh) = 0.3158
- LUMO energy (eV) = 0.310
- ΔE to the lowest compared entry with this formula, charge and spin (kJ/mol) = 306.5

Structure (ORCA input):
```
! RIJCOSX wB97M-V def2-TZVPD def2/J DEFGRID3
* xyz 0 1
C 1.51540 -0.03589 0.60691
C 0.03016 0.08910 0.95357
C -0.83751 0.14434 -0.28088
C -1.82033 1.01899 -0.67894
C -0.85439 -0.70067 -1.33928
O -0.93741 -1.37509 -2.28199
H 1.69391 -0.92590 -0.00850
H 1.86649 0.83602 0.04513
H 2.12715 -0.12977 1.50943
H -0.16747 0.98690 1.55034
H -0.27691 -0.77196 1.56049
H -2.33908 0.86393 -1.63629
*
```

Atomic partial charges in e from the Mulliken method, atoms 1 to 6: C -1.102; C -0.372; C 0.311; C -0.736; C 0.506; O -0.370


DFT (ωB97M-V with the def2-TZVPD basis set) results for a 2-piece molecular cluster, C5H6O overall at a distorted geometry.

Computed properties:
- HOMO energy (eV) = -8.44
- E_tot (eV) = -7325.203
- maximum force (eV Å⁻¹) = 4.07
- Kohn-Sham gap (Eh) = 0.3357
- LUMO energy (eV) = 0.696
- ΔE to the lowest compared entry with this formula, charge and spin (kJ/mol) = 393.8

Structure (ORCA input):
```
! RIJCOSX wB97M-V def2-TZVPD def2/J DEFGRID3
* xyz 0 1
C -1.64149 1.50706 0.92940
C -1.02643 0.62422 0.30149
C 0.64161 0.56886 -1.58850
C 0.67638 -1.16204 0.81525
C -0.37624 -0.54719 -0.14465
O 1.72980 0.26517 -1.94571
H -1.90567 2.57438 1.13806
H 0.01079 1.52029 -1.81108
H 1.42549 -1.65643 0.25801
H 0.20878 -1.90849 1.38090
H 1.10508 -0.56370 1.55285
H -0.84810 -1.22214 -0.88603
*
```

Atomic partial charges in e from the Mulliken method, atoms 1 to 6: C -0.193; C -0.286; C 0.119; C -1.216; C -0.094; O -0.382


DFT (ωB97M-V with the def2-TZVPD basis set) results for one molecule with the formula C5H6O at a distorted geometry.

Computed properties:
- HOMO energy (eV) = -9.28
- E_tot (eV) = -7326.833
- maximum force (eV Å⁻¹) = 1.02
- Kohn-Sham gap (Eh) = 0.3556
- LUMO energy (eV) = 0.393
- ΔE to the lowest compared entry with this formula, charge and spin (kJ/mol) = 236.6

Structure (ORCA input):
```
! RIJCOSX wB97M-V def2-TZVPD def2/J DEFGRID3
* xyz 0 1
O -2.20393 -0.72551 0.60054
C -1.31395 -0.27362 -0.08471
C 0.44618 0.40243 1.27287
C 0.84677 0.84527 0.05942
C 0.87971 -0.18945 -0.97544
C -0.22066 -0.96916 -0.86372
H 0.66312 -0.62448 1.54965
H -0.04463 1.01186 2.02724
H -1.23575 0.80543 -0.33846
H 0.93504 1.90876 -0.16633
H 1.67798 -0.28051 -1.70878
H -0.42988 -1.91101 -1.37229
*
```

Atomic partial charges in e from the Mulliken method, atoms 1 to 6: O -0.554; C 0.068; C -0.463; C -0.562; C -0.071; C -0.535


DFT (ωB97M-V with the def2-TZVPD basis set) results for one molecule with the formula C5H6O at a distorted geometry.

Computed properties:
- HOMO energy (eV) = -9.77
- E_tot (eV) = -7327.226
- maximum force (eV Å⁻¹) = 1.74
- Kohn-Sham gap (Eh) = 0.3897
- LUMO energy (eV) = 0.833
- ΔE to the lowest compared entry with this formula, charge and spin (kJ/mol) = 198.6

Structure (ORCA input):
```
! RIJCOSX wB97M-V def2-TZVPD def2/J DEFGRID3
* xyz 0 1
C -0.20484 1.51643 0.31531
C -0.07199 -0.01705 0.48120
C -1.30938 -0.77561 -0.18627
O -1.96458 -0.26984 -1.04619
C 1.09056 -0.62468 -0.21527
C 1.88563 -1.38329 -0.72116
H 0.66457 2.00390 0.77077
H -0.27689 1.83331 -0.72893
H -1.10620 1.85108 0.83924
H 0.06913 -0.23640 1.54229
H -1.36687 -1.86123 0.12118
H 2.59088 -2.03664 -1.17217
*
```

Atomic partial charges in e from the Mulliken method, atoms 1 to 6: C -1.253; C 0.421; C -0.045; O -0.435; C -0.763; C 0.072


DFT (ωB97M-V with the def2-TZVPD basis set) results for one molecule with the formula C5H6O at a distorted geometry.

Computed properties:
- HOMO energy (eV) = -9.82
- E_tot (eV) = -7325.874
- maximum force (eV Å⁻¹) = 2.21
- Kohn-Sham gap (Eh) = 0.3964
- LUMO energy (eV) = 0.964
- ΔE to the lowest compared entry with this formula, charge and spin (kJ/mol) = 329.0

Structure (ORCA input):
```
! RIJCOSX wB97M-V def2-TZVPD def2/J DEFGRID3
* xyz 0 1
C 2.45154 0.18148 -1.04478
C 1.47353 -0.11204 -0.37296
C 0.13324 -0.59994 0.09430
C -1.15125 -0.09184 -0.65292
C -0.59104 0.11379 1.32078
H 3.35471 0.52783 -1.54380
H 0.32929 -1.73549 0.28992
H -0.82628 0.65411 -1.40725
H -1.87867 -0.82742 -1.16477
H -1.07648 -0.60880 2.09203
H -0.03843 1.00691 1.75494
O -1.72002 0.50426 0.48905
*
```

Atomic partial charges in e from the Mulliken method, atoms 1 to 6: C 0.089; C -0.839; C 0.263; C -0.433; C -0.383; H 0.405


DFT (ωB97M-V with the def2-TZVPD basis set) results for one molecule with the formula C5H6O.

Computed properties:
- HOMO energy (eV) = -9.89
- E_tot (eV) = -7327.320
- maximum force (eV Å⁻¹) = 0.85
- Kohn-Sham gap (Eh) = 0.3957
- LUMO energy (eV) = 0.882
- ΔE to the lowest compared entry with this formula, charge and spin (kJ/mol) = 189.5

Structure (ORCA input):
```
! RIJCOSX wB97M-V def2-TZVPD def2/J DEFGRID3
* xyz 0 1
O -2.58797 0.00903 -0.79734
C -2.07333 -0.23122 0.26829
C -0.59521 -0.11836 0.54128
C 0.25686 0.17461 -0.70690
C 1.66038 0.34230 -0.35052
C 2.81414 0.15783 -0.05999
H -2.69497 -0.53663 1.13989
H -0.25684 -1.02196 1.06452
H -0.48423 0.68516 1.28959
H 0.34644 -0.65667 -1.41217
H -0.19331 0.98846 -1.28420
H 3.80804 0.20746 0.30753
*
```

Atomic partial charges in e from the Mulliken method, atoms 1 to 6: O -0.472; C -0.002; C -0.499; C -0.419; C -0.654; C 0.064